61
Properties=species:S:1:pos:R:3:forces:R:3:lowdin_charge:R:1 method="wB97M-V/def2-TZVPD" homo_ev="-15.45 / -15.48" s_squared=0.75 charge=+3 energy_ev=-92950.879 orbital_gap_ha="0.2590 / 0.2130" fmax_ev_per_a=1.0 multiplicity=2
Ir 0.0683 0.2767 0.0132 0.552 -0.787 -0.097 0.936
N -4.2548 -3.2959 0.2275 -0.008 0.000 -0.005 0.259
C -3.3270 -2.2386 0.8296 -0.002 0.001 -0.018 -0.250
C -3.4325 -0.9054 0.0991 0.013 0.022 -0.005 -0.078
C -2.6393 -0.8028 -1.2193 0.076 0.033 0.033 -0.304
N -1.6756 0.3434 -1.1575 -0.110 0.066 -0.148 -0.099
C -1.8690 -2.0734 -1.5697 0.019 -0.035 0.037 -0.095
C -1.0849 -2.6793 -0.4074 -0.044 -0.056 0.053 -0.314
N 0.1762 -1.9091 -0.1934 -0.048 -0.058 -0.094 -0.044
C -1.8850 -2.7237 0.9139 -0.007 -0.017 0.024 -0.079
H -5.2273 -2.9718 0.2384 -0.002 -0.006 0.002 0.188
H -4.2241 -4.1630 0.7729 -0.002 0.001 0.001 0.187
H -4.0285 -3.5375 -0.7395 0.004 0.003 0.000 0.163
H -3.7197 -2.1232 1.8393 0.012 0.021 0.001 0.166
H -3.0169 -0.1784 0.7984 -0.011 0.024 0.038 0.096
H -4.4755 -0.6189 -0.0486 -0.004 -0.016 -0.008 0.141
H -3.3316 -0.5884 -2.0348 0.017 -0.015 -0.023 0.159
H -2.1978 1.2105 -1.0368 -0.062 -0.053 0.111 0.100
H -1.2755 0.4298 -2.0950 -0.145 0.099 -0.039 0.115
H -1.2004 -1.8789 -2.4135 0.019 -0.014 0.013 0.139
H -2.5603 -2.8209 -1.9676 -0.013 0.006 0.002 0.128
H -0.8028 -3.7018 -0.6646 -0.007 0.030 -0.120 0.156
H 0.8112 -2.1129 -0.9680 -0.024 -0.010 -0.016 0.118
H 0.6451 -2.2869 0.6289 0.051 0.083 0.008 0.103
H -1.4113 -2.0497 1.6334 -0.008 0.010 -0.005 0.122
H -1.8367 -3.7193 1.3595 -0.001 0.001 0.000 0.138
C -2.3086 2.6210 1.5734 0.069 -0.059 -0.074 -0.246
As -0.5170 1.8893 1.6503 -0.163 0.498 0.183 1.045
C -0.4353 1.1963 3.4462 0.010 -0.007 0.013 -0.235
C 0.6662 3.4518 1.5621 0.015 -0.003 -0.016 -0.277
C 0.4689 4.3243 2.7656 0.016 0.030 0.014 -0.333
C -0.4767 5.3476 2.7494 -0.007 -0.024 0.002 -0.059
C -0.6608 6.1481 3.8671 0.000 0.010 0.004 -0.049
C 0.0984 5.9328 5.0088 -0.002 -0.005 -0.006 -0.048
C 1.0493 4.9208 5.0290 0.004 0.010 0.005 -0.053
C 1.2333 4.1196 3.9129 -0.012 -0.009 0.001 -0.064
H -2.4110 3.3696 2.3586 0.067 0.009 0.007 0.047
H -3.0466 1.8404 1.7473 -0.036 -0.001 -0.013 0.023
H -2.4833 3.1031 0.6117 -0.029 0.003 0.006 0.044
H -0.6248 2.0292 4.1236 -0.010 -0.014 0.010 0.052
H 0.5416 0.7764 3.6714 0.029 0.019 -0.065 0.026
H -1.2051 0.4365 3.5737 0.003 0.000 0.002 0.034
H 0.4109 3.9644 0.6335 0.005 -0.008 -0.002 0.090
H 1.6826 3.0694 1.4732 -0.006 -0.024 0.027 0.076
H -1.0493 5.5450 1.8494 0.008 0.002 -0.005 0.117
H -1.3834 6.9524 3.8399 0.001 0.000 0.003 0.118
H -0.0371 6.5650 5.8756 -0.002 -0.001 0.001 0.119
H 1.6596 4.7689 5.9090 -0.001 0.000 0.001 0.117
H 1.9976 3.3495 3.9244 0.001 0.001 -0.006 0.116
O 1.9988 0.4215 0.7313 -0.197 0.362 0.280 -0.354
N 2.8733 -0.5835 0.9308 0.021 -0.149 -0.137 -0.192
C 3.0085 -1.1112 2.1589 -0.033 -0.005 0.037 0.005
C 3.9777 -2.0602 2.4000 0.019 -0.010 0.027 0.007
C 4.8232 -2.4528 1.3706 -0.029 0.022 -0.042 0.009
C 4.6738 -1.8731 0.1168 0.059 -0.045 0.033 0.011
C 3.6900 -0.9305 -0.0810 -0.032 0.072 -0.020 0.008
H 2.3404 -0.7190 2.9104 -0.023 0.002 -0.012 0.135
H 4.0787 -2.4644 3.3973 -0.002 -0.006 -0.002 0.135
H 5.5972 -3.1874 1.5465 0.012 0.009 0.005 0.138
H 5.3310 -2.1253 -0.7034 -0.009 -0.009 -0.004 0.137
H 3.5352 -0.3913 -1.0045 -0.011 -0.002 0.000 0.151

***

64
Properties=species:S:1:pos:R:3:forces:R:3:lowdin_charge:R:1 method="wB97M-V/def2-TZVPD" homo_ev=-9.61 smiles="CC[C@H](F)[C@@]1(C[C@@H]2CO2)NC(=O)[C@@H](C[C@@H](C)O)[C@@H]1C[C@H]1CO1.BrCCBr.BrCCBr" e_above_lowest_kcal_mol=46.8 energy_ev=-313854.944 orbital_gap_ha=0.3714 fmax_ev_per_a=4.3
C 4.2803 1.3999 -1.5743 -0.453 -0.291 0.315 -0.089
C 2.9677 0.6372 -1.1796 0.691 1.098 0.166 -0.188
C 2.1415 0.2120 -2.4216 -0.003 -0.106 0.414 -0.250
F 2.5708 0.9897 -3.5141 -0.266 -0.486 0.180 -0.023
C 0.6044 0.4656 -2.2616 0.466 0.679 -1.212 -0.332
C 0.4767 2.0164 -2.2542 -2.043 1.225 2.323 -0.039
C -0.6200 2.5279 -1.2041 -1.168 0.391 -1.653 -0.269
C -1.7866 3.3474 -1.8386 2.871 -1.221 1.730 -0.034
O -0.6830 3.9440 -1.0307 -0.758 -1.096 -0.917 -0.125
N -0.1140 0.0472 -3.5290 0.657 -1.979 0.558 0.125
C -1.3321 -0.6649 -3.1980 1.076 1.674 3.071 -0.413
O -1.9957 -1.2657 -3.9515 -1.158 -1.161 -1.782 0.143
C -1.5713 -0.5177 -1.6470 -0.170 0.156 -1.239 -0.168
C -2.4607 -1.5663 -0.9581 0.164 0.114 0.938 -0.076
C -3.1004 -0.9368 0.3313 -1.754 -0.094 -0.344 -0.416
C -4.6165 -0.6299 0.1184 0.026 0.101 -0.021 -0.057
O -3.0287 -1.8389 1.4384 0.388 0.192 -0.202 -0.069
C -0.0672 -0.4693 -1.2287 -0.832 -0.180 0.804 -0.192
C 0.3016 -0.4457 0.2927 1.611 -1.701 -1.082 -0.046
C 1.3021 -1.6833 0.4875 -0.262 1.523 3.450 -0.275
C 1.8788 -1.8156 1.9484 -2.266 -2.407 -2.701 0.002
O 0.8254 -2.7262 1.3238 0.894 0.533 -1.258 -0.141
H 4.8323 1.7005 -0.6618 -0.266 -0.381 -0.409 0.075
H 4.8975 0.7137 -2.1784 -0.035 0.627 0.107 0.079
H 4.0458 2.3367 -2.1066 0.183 -0.586 -0.026 0.074
H 2.3933 1.3485 -0.5565 0.092 -0.516 -0.272 0.035
H 3.2825 -0.1964 -0.5294 -0.472 0.129 -0.429 0.105
H 2.3777 -0.8432 -2.6757 -0.286 0.408 -0.039 0.156
H 0.1077 2.3904 -3.2232 0.528 -0.501 0.262 0.116
H 1.3768 2.6009 -2.0040 -0.080 -0.640 -0.081 0.104
H -0.8707 1.8666 -0.3471 0.421 0.869 -0.324 0.126
H -2.7515 3.4005 -1.3312 0.240 0.038 -0.497 0.107
H -1.6085 3.3783 -2.9170 -0.740 0.633 0.348 0.104
H 0.4730 -0.7499 -3.8157 -0.199 0.563 -1.059 0.135
H -2.1552 0.4253 -1.5805 0.749 -0.022 0.189 0.142
H -1.8875 -2.4497 -0.6131 -0.148 0.397 -0.315 0.133
H -3.2969 -1.9213 -1.5845 0.590 0.171 -0.098 0.122
H -2.6342 0.0423 0.5639 0.156 -0.599 0.170 0.127
H -5.0854 -0.2861 1.0655 0.408 -0.010 -0.460 0.084
H -4.7851 0.1565 -0.6398 0.094 -0.372 0.253 0.083
H -5.1757 -1.5390 -0.1859 0.454 0.381 -0.003 0.089
H -3.9228 -1.9857 1.7746 0.328 0.063 -0.074 0.079
H 0.2510 -1.4821 -1.5785 -0.026 0.507 0.204 0.150
H 0.8854 0.4443 0.5699 -0.653 -0.144 0.047 0.097
H -0.5404 -0.6595 0.9695 0.289 0.359 -0.314 0.117
H 1.9884 -1.9340 -0.3512 -0.615 -0.061 0.646 0.131
H 1.2758 -1.4815 2.7967 1.224 0.841 -0.058 0.115
H 2.7592 -2.4646 1.9835 0.034 0.859 0.745 0.099
Br 2.1594 3.7404 0.9296 -0.035 -0.023 -0.023 0.686
C 1.1943 5.4168 1.1445 0.168 0.101 -0.058 -0.670
C 0.6949 5.5847 2.5550 -0.240 0.038 0.016 -0.690
Br -0.8737 4.4803 2.8917 0.080 -0.038 0.042 0.604
H 0.3979 5.4179 0.4045 0.002 -0.096 0.082 0.033
H 1.9159 6.1946 0.8987 -0.003 -0.023 0.083 0.060
H 0.3640 6.6083 2.7232 0.034 -0.020 -0.067 0.058
H 1.4350 5.3183 3.3047 -0.003 -0.010 -0.080 0.049
Br 1.4581 -4.7774 5.1631 -0.029 0.001 0.078 0.597
C 0.4731 -6.2129 4.2948 0.246 0.031 -0.076 -0.697
C -0.2778 -5.7062 3.0909 -0.245 -0.069 -0.065 -0.695
Br -1.8830 -4.7376 3.6075 0.068 0.049 -0.011 0.617
H -0.1720 -6.6572 5.0477 -0.032 0.066 -0.069 0.048
H 1.2293 -6.9377 3.9967 -0.043 0.030 -0.043 0.056
H -0.6318 -6.5377 2.4831 0.054 -0.020 0.063 0.058
H 0.3109 -5.0331 2.4713 -0.005 0.004 0.077 0.033

***

64
Properties=species:S:1:pos:R:3:forces:R:3:lowdin_charge:R:1 method="wB97M-V/def2-TZVPD" homo_ev=-11.40 smiles="CCCOCc1c(CCCCN)n(CCC(F)(F)F)c(COC(C)=O)[n+]1CCCCl" charge=+1 energy_ev=-52574.034 orbital_gap_ha=0.3175 fmax_ev_per_a=0.3
C 5.5616 -2.3675 -1.2856 -0.146 -0.136 0.101 -0.087
C 4.1524 -1.8816 -0.8880 0.159 -0.035 0.040 -0.232
C 3.1814 -2.0793 -2.0412 0.102 -0.084 -0.199 -0.213
O 1.8200 -1.7777 -1.7317 0.047 0.038 0.172 -0.125
C 1.5696 -0.3970 -1.6058 0.053 -0.097 -0.218 -0.143
C 0.2239 -0.2527 -0.9747 -0.005 -0.088 0.067 -0.080
C -0.2198 -0.8075 0.1854 0.127 -0.057 0.006 -0.101
C 0.5351 -1.5929 1.2063 -0.121 -0.009 0.104 -0.094
C 0.8305 -0.7703 2.4720 0.046 0.247 -0.120 -0.177
C 1.8832 0.3152 2.2338 0.050 0.052 -0.047 -0.196
C 1.8478 1.4442 3.2758 0.053 -0.038 -0.138 -0.286
N 2.5217 2.6751 2.8882 0.050 -0.080 0.080 -0.003
N -1.5591 -0.4773 0.2910 -0.163 0.012 -0.114 0.082
C -2.4325 -0.9072 1.3904 0.081 -0.117 0.057 -0.068
C -3.6026 -1.7799 0.9250 -0.038 -0.083 -0.156 -0.019
C -3.9679 -2.8728 1.9332 0.156 -0.107 0.119 -0.610
F -5.2906 -2.9506 2.1040 0.043 -0.011 -0.042 0.155
F -3.4149 -2.6502 3.1451 -0.151 0.040 -0.119 0.135
F -3.5324 -4.0774 1.5264 -0.032 0.166 0.025 0.146
C -1.9211 0.2620 -0.7685 0.090 -0.018 0.055 -0.124
C -3.2508 0.9143 -1.0000 0.002 -0.046 -0.130 -0.069
O -3.2747 2.2137 -0.4399 0.046 0.178 -0.232 -0.005
C -3.3888 2.2818 0.9412 -0.009 -0.199 0.196 -0.508
C -4.7831 2.0951 1.4713 -0.086 0.091 0.157 0.037
O -2.4197 2.4782 1.6075 -0.065 0.007 -0.097 0.158
N -0.8451 0.4045 -1.5476 -0.145 0.052 0.065 0.071
C -0.7472 1.1851 -2.7805 -0.026 0.269 -0.193 -0.093
C 0.2197 2.3663 -2.6313 -0.002 0.235 -0.026 -0.221
C 0.8433 2.7837 -3.9737 -0.185 -0.018 -0.016 -0.572
Cl 2.6123 2.9460 -3.8433 0.063 0.011 0.008 0.575
H 6.3344 -1.6696 -0.9661 -0.025 -0.051 -0.039 0.074
H 5.7799 -3.3375 -0.8340 -0.002 0.085 -0.061 0.077
H 5.6434 -2.4985 -2.3673 0.050 0.113 0.031 0.074
H 3.7943 -2.4461 -0.0218 -0.016 0.068 -0.037 0.108
H 4.2006 -0.8309 -0.5885 -0.056 -0.038 -0.056 0.098
H 3.5032 -1.4911 -2.9132 -0.038 -0.015 0.075 0.133
H 3.1775 -3.1298 -2.3419 -0.023 0.089 0.029 0.136
H 1.5917 0.0845 -2.5935 0.053 -0.023 0.121 0.123
H 2.3274 0.0958 -0.9849 -0.053 0.003 -0.026 0.126
H -0.0335 -2.4907 1.4715 0.114 -0.008 -0.110 0.129
H 1.4639 -1.9230 0.7363 -0.112 -0.048 0.055 0.114
H -0.0916 -0.2801 2.8088 0.065 -0.115 0.085 0.105
H 1.1507 -1.4515 3.2624 -0.045 0.064 0.027 0.126
H 1.7248 0.7708 1.2428 -0.057 -0.055 0.151 0.097
H 2.8793 -0.1397 2.2131 -0.018 0.043 -0.093 0.118
H 0.7993 1.6752 3.4954 0.052 0.003 0.033 0.106
H 2.3122 1.1012 4.2028 -0.184 -0.008 0.047 0.120
H 3.5167 2.6375 3.0600 0.005 -0.024 -0.066 0.066
H 2.3732 2.9041 1.9144 -0.020 0.032 0.005 0.058
H -2.7448 -0.0273 1.9515 -0.031 -0.091 -0.011 0.126
H -1.8065 -1.4954 2.0539 0.020 0.103 -0.002 0.115
H -3.3310 -2.2840 -0.0064 -0.080 0.008 0.094 0.145
H -4.5129 -1.2085 0.7384 0.094 0.000 0.074 0.115
H -4.0694 0.2817 -0.6424 0.113 0.117 0.081 0.126
H -3.4018 1.0463 -2.0709 -0.054 -0.061 0.109 0.137
H -4.9840 2.9129 2.1667 -0.009 -0.102 -0.036 0.107
H -4.8398 1.1676 2.0521 0.032 0.123 -0.060 0.092
H -5.5421 2.0880 0.6926 0.084 -0.006 -0.023 0.095
H -0.4491 0.5099 -3.5865 0.064 0.020 0.127 0.140
H -1.7331 1.5743 -3.0284 0.015 -0.199 -0.002 0.126
H 1.0171 2.1282 -1.9258 -0.066 -0.060 -0.095 0.083
H -0.3189 3.2138 -2.1985 0.055 -0.097 0.027 0.125
H 0.4579 3.7416 -4.3197 0.063 -0.082 0.049 0.077
H 0.6586 2.0472 -4.7577 0.016 0.037 0.092 0.071